{"formula": "C22H41ClNOP3Pd", "method": "ωB97M-V/def2-TZVPD", "symbols": ["Pd", "P", "P", "P", "H", "C", "C", "H", "C", "C", "C", "C", "C", "C", "C", "C", "C", "H", "H", "H", "H", "H", "H", "H", "H", "H", "H", "H", "H", "H", "H", "H", "H", "H", "H", "H", "H", "H", "H", "H", "H", "H", "H", "H", "H", "H", "C", "C", "C", "C", "C", "C", "O", "H", "H", "H", "H", "H", "H", "Cl", "C", "C", "C", "C", "N", "C", "H", "H", "H", "H"], "positions_angstrom": [[-0.10410, -0.35481, -1.60724], [0.53837, -2.34136, -2.23494], [2.18900, -0.03029, -0.09288], [-2.41798, 0.26120, -1.51666], [1.31708, 2.15613, -1.48451], [0.31760, 2.44724, -1.08699], [0.04892, 2.81762, 0.17697], [0.75652, 2.70608, 0.99462], [1.54104, -2.37376, -3.71598], [1.37450, -3.39603, -1.02646], [-1.05074, -3.17356, -2.48182], [2.94594, 1.45979, 0.69685], [2.50505, -1.15757, 1.33897], [3.61608, -0.50949, -1.16856], [-2.97619, 1.84436, -0.77263], [-3.42856, -0.83967, -0.46207], [-3.34224, 0.13626, -3.08482], [-0.39908, 2.51540, -1.92839], [-0.90750, 3.28384, 0.39830], [0.99672, -2.93058, -4.49372], [2.50723, -2.85168, -3.50187], [1.75188, -1.35295, -4.06161], [1.41590, -4.40887, -1.44867], [0.79018, -3.42912, -0.10113], [2.39539, -3.06056, -0.83036], [-0.85794, -4.14451, -2.95048], [-1.72273, -2.57142, -3.11004], [-1.49732, -3.33458, -1.49139], [4.04140, 1.34793, 0.76325], [2.53978, 1.55620, 1.71418], [2.71167, 2.37401, 0.14525], [3.57385, -1.13045, 1.60006], [2.20804, -2.18566, 1.10686], [1.91116, -0.79694, 2.18900], [4.53666, -0.22158, -0.64371], [3.54521, 0.02227, -2.12564], [3.63272, -1.58482, -1.36734], [-4.01728, 2.05559, -1.06579], [-2.33417, 2.68093, -1.05833], [-2.92203, 1.74305, 0.31998], [-4.48923, -0.59963, -0.61893], [-3.15296, -0.65620, 0.58097], [-3.23358, -1.88597, -0.71406], [-4.40144, 0.30698, -2.85635], [-3.16757, -0.85663, -3.53522], [-3.00087, 0.88074, -3.80457], [-0.17499, 1.19361, -5.41158], [0.33282, 0.51185, -6.53153], [0.07368, 1.00159, -7.81854], [-0.82349, 2.06523, -8.00692], [-1.49634, 2.59022, -6.89283], [-1.21323, 2.14137, -5.60235], [0.48428, 0.94628, -4.21950], [-0.13087, 0.63546, -3.46632], [1.01332, -0.33207, -6.36889], [0.56443, 0.48086, -8.65221], [-0.95790, 2.48672, -9.01116], [-2.29987, 3.31446, -7.01228], [-1.72959, 2.53925, -4.73348], [-2.16096, 0.88391, 4.72925], [-1.68800, -0.34872, 3.64396], [-1.80733, -1.69694, 3.98647], [-1.42752, -2.65515, 3.05369], [-0.94781, -2.23086, 1.81604], [-0.80809, -0.95246, 1.49482], [-1.17197, -0.00995, 2.37978], [-2.19198, -1.96084, 4.94740], [-1.50592, -3.70303, 3.25490], [-0.68221, -2.95756, 1.04486], [-1.06577, 1.03704, 2.09872]], "forces_ev_per_angstrom": [[-0.5098, 2.3765, 2.0935], [0.8277, -1.8778, 0.0204], [1.8953, -0.6995, 0.5841], [-1.5948, 0.3824, 0.6622], [-0.7154, 0.2240, 0.7349], [0.4377, -0.1992, -0.8874], [-0.1578, -0.2394, -0.8054], [-0.0414, 0.2981, -0.2801], [0.2708, 0.0122, -0.6519], [-0.1161, -0.3194, -0.1354], [-0.1273, -0.0077, -0.1431], [-0.6300, 0.5400, -0.0212], [-0.7178, -0.1367, -0.1356], [-0.4755, 0.1354, -0.3464], [0.4584, 0.2629, -0.0871], [0.6496, -0.3602, 0.0280], [0.7622, -0.2281, -0.3491], [0.2102, 0.4977, 0.7580], [0.1151, -0.1753, 0.1712], [0.3574, 0.1074, 0.0953], [-0.3067, -0.0328, -0.1502], [-0.1200, -0.3101, 0.0116], [0.0393, 0.0956, 0.1182], [0.3157, -0.0634, -0.2124], [-0.2696, -0.1236, -0.0092], [-0.1778, 0.0306, -0.0160], [0.1613, -0.3636, 0.1553], [-0.0034, -0.0033, -0.3172], [-0.5079, -0.1322, -0.0890], [0.1703, 0.0266, -0.2687], [0.2945, -0.0839, 0.1286], [-0.3300, 0.0558, -0.1461], [0.1798, 0.2376, 0.2354], [0.2622, -0.1679, -0.1056], [-0.2224, -0.1499, -0.2497], [0.2287, -0.0841, 0.1712], [0.0560, 0.2279, 0.0101], [0.3436, -0.1803, 0.0653], [-0.3448, -0.0684, -0.0681], [-0.0662, 0.0300, -0.3033], [0.2891, -0.0676, 0.0043], [-0.2405, -0.1323, -0.2499], [-0.2510, 0.0618, 0.1141], [0.2013, -0.1586, -0.1319], [-0.3649, 0.3681, 0.1980], [-0.1246, 0.0398, 0.0201], [0.7314, -0.2425, 0.8229], [0.7735, 0.2768, -1.8875], [0.9591, -1.9979, 1.1666], [0.4625, 0.2521, -0.8163], [-0.9095, -0.0893, 2.2269], [-0.3649, 0.6891, -0.6806], [-2.0847, -0.5755, -0.4206], [0.7728, 1.0586, -1.4114], [-0.2014, 0.4703, -0.1808], [-0.3492, 0.4867, 0.2223], [-0.1261, -0.1790, 0.4383], [0.3137, 0.0202, -0.1070], [0.1059, 0.2321, -0.2212], [0.4900, -1.1550, -1.0629], [-0.7154, 1.1372, 1.6869], [0.2324, -1.3871, -0.5320], [-0.4969, 0.7233, 1.2781], [0.0258, -0.1483, -0.1633], [-0.1859, 2.0175, 0.1997], [0.8171, -0.5701, -1.8383], [-0.1985, -0.2532, 0.4998], [-0.0943, -0.4246, 0.2602], [-0.1262, 0.1845, 0.3227], [0.0584, -0.1709, -0.0225]], "lowdin_spin": [0.846, 0.194, 0.199, 0.212, -0.001, 0.017, 0.084, 0.003, 0.038, 0.019, 0.065, 0.041, 0.027, 0.017, 0.037, 0.026, 0.044, 0.000, 0.003, 0.004, 0.002, 0.005, 0.005, 0.000, 0.000, 0.014, 0.004, 0.000, 0.007, 0.000, 0.001, 0.006, 0.001, 0.000, 0.004, 0.000, 0.000, 0.006, 0.000, 0.000, 0.006, 0.001, 0.001, 0.009, 0.000, 0.001, 0.249, 0.079, 0.069, 0.316, 0.086, 0.075, 0.128, 0.031, 0.001, 0.000, 0.010, 0.000, 0.000, 0.308, 0.201, 0.039, 0.030, 0.198, 0.021, 0.198, -0.001, 0.000, 0.008, 0.005], "homo_energy_ha": [-0.6993, -0.7386], "orbital_gap_ev": [7.7, 4.4], "multiplicity": 5, "total_energy_ev": -70840.0760, "total_charge": 4}